one | Entry from OMol25: a cluster of 3 separate species, C3H6N2O in total (ωB97M-V/def2-TZVPD).

ORCA input file:
```
! RIJCOSX wB97M-V def2-TZVPD def2/J DEFGRID3
* xyz 0 1
O -1.45 -0.78 -0.25
N 1.71 -0.26 -1.49
N 1.60 0.71 1.86
C -1.45 -1.01 -1.44
C 1.45 -0.21 -0.36
C 1.14 -0.16 1.06
H -0.83 -0.43 -2.14
H 0.46 -0.93 1.42
H -1.34 2.08 1.12
H 2.21 1.38 1.37
H -1.43 1.45 0.73
H -2.05 -1.83 -1.87
*
```

## Properties
frontier orbital gap	10.668	eV
SMILES	[H]/N=C\C#N.[H][H].C=O

Here are the Mulliken charges for atoms 1 to 5, given in e: -0.37 -0.41 -0.49 -0.14 0.34



two | Entry from OMol25: a cluster of 2 separate species, C3H6N2O in total (ωB97M-V/def2-TZVPD).

ORCA input file:
```
! RIJCOSX wB97M-V def2-TZVPD def2/J DEFGRID3
* xyz 0 1
O -1.71 -1.21 -1.21
N -1.21 0.97 -0.76
N -0.80 -0.71 0.83
C 2.72 0.39 0.35
C 1.82 -0.24 -0.13
C -1.31 -0.37 -0.45
H -0.96 1.64 -0.06
H 0.92 -0.96 -0.29
H 3.51 0.91 0.83
H -1.65 1.23 -1.62
H -0.50 0.04 1.44
H -0.82 -1.69 1.06
*
```

## Properties
frontier orbital gap	10.801	eV
SMILES	NC(N)=O.C#C

Here are the Mulliken charges for atoms 1 to 5, given in e: -0.61 -0.34 -0.49 -0.20 -0.42



three | Entry from OMol25: an isolated molecule of C3H6N2O (ωB97M-V/def2-TZVPD).

ORCA input file:
```
! RIJCOSX wB97M-V def2-TZVPD def2/J DEFGRID3
* xyz 0 1
O 1.86 1.11 0.29
N 0.40 -0.48 1.38
N -1.06 -1.13 -0.73
C -1.57 0.17 -0.51
C -0.10 0.13 -0.79
C 0.78 0.41 0.35
H 0.85 -0.15 2.15
H -2.11 0.37 0.45
H -2.45 0.44 -1.30
H -0.04 -1.35 0.89
H 0.12 0.49 -1.79
H -1.26 -1.65 -1.63
*
```

## Properties
frontier orbital gap	10.616	eV
SMILES	NC(=O)[C@@H]1CN1

Here are the Mulliken charges for atoms 1 to 5, given in e: -0.63 -0.45 -0.60 -0.17 -0.07



four | Entry from OMol25: a cluster of 2 separate species, C3H6N2O in total (ωB97M-V/def2-TZVPD).

ORCA input file:
```
! RIJCOSX wB97M-V def2-TZVPD def2/J DEFGRID3
* xyz 0 1
O -1.39 -1.31 0.57
N 0.45 -1.56 -2.29
N -0.38 0.94 0.88
C 0.61 1.21 -0.12
C 0.63 -0.24 -0.03
C 0.42 -1.02 -1.26
H -1.90 -1.29 -0.24
H 1.21 -0.79 0.70
H 0.14 1.57 -1.03
H -1.32 -0.35 0.83
H 1.51 1.72 0.17
H 0.01 1.10 1.82
*
```

## Properties
frontier orbital gap	9.853	eV
SMILES	N#C[C@H]1CN1.O

Here are the Mulliken charges for atoms 1 to 5, given in e: -0.75 -0.39 -0.59 -0.21 0.07



Most favorable structure: two. The second most favorable one is 18.2 kcal/mol above it.



one | Entry from OMol25: a cluster of 2 separate species, C3H6N2O in total (ωB97M-V/def2-TZVPD).

ORCA input file:
```
! RIJCOSX wB97M-V def2-TZVPD def2/J DEFGRID3
* xyz 0 1
O -0.57 2.10 0.00
N 2.43 -0.47 0.24
N -2.00 0.26 0.17
C 3.10 0.51 -0.14
C -1.23 1.14 0.02
C -2.50 -1.03 -0.11
H -1.80 -1.61 -0.72
H -2.67 -1.55 0.83
H -3.45 -0.93 -0.64
H 3.11 1.51 0.32
H 3.74 0.38 -1.00
H 1.83 -0.31 1.05
*
```

## Properties
frontier orbital gap	10.722	eV
SMILES	CN=C=O.C=N

Here are the Mulliken charges for atoms 1 to 5, given in e: -0.47 -0.51 -0.20 -0.21 0.47



two | Entry from OMol25: an isolated molecule of C3H6N2O (ωB97M-V/def2-TZVPD).

ORCA input file:
```
! RIJCOSX wB97M-V def2-TZVPD def2/J DEFGRID3
* xyz 0 1
O -1.81 1.82 0.81
N -0.49 -1.21 -0.72
N 0.57 0.53 0.34
C 1.73 -0.09 0.17
C -0.59 0.08 -0.19
C -1.80 0.72 0.26
H 1.96 -0.52 -0.80
H -0.14 -1.21 -1.68
H -2.73 0.13 0.10
H 0.46 1.30 1.00
H 2.51 0.05 0.89
H 0.34 -1.58 -0.19
*
```

## Properties
frontier orbital gap (alpha / beta)	7.571 / 7.572	eV

Here are the Mulliken charges for atoms 1 to 5, given in e: -0.59 -0.70 0.01 -0.75 0.24



Most favorable structure: one. The second most favorable one is 26.1 kcal/mol above it.